Entry 1:
DFT (ωB97M-V with the def2-TZVPD basis set) results for 2 unconnected molecules or ions with the total composition C4H6N2O.

Each line ends with the Mulliken charge.
Element x y z (Å)
H  3.144  3.539  -0.365  0.32
H  4.263  2.761  0.387  0.33
C  0.992  0.939  0.253  -0.13
H  -1.720  0.323  2.844  0.33
C  -1.064  0.576  2.001  0.01
H  -0.042  -0.620  -0.905  0.36
C  0.000  0.000  0.000  -0.24
N  -1.057  -0.166  0.894  -0.50
N  -0.060  1.356  2.382  -0.52
H  1.810  1.206  -0.429  0.35
C  0.900  1.613  1.476  0.07
H  1.803  2.190  1.720  0.27
O  4.021  3.113  -0.499  -0.65

The value obtained for the total energy is -9272.1660 eV. The calculation puts the energy above the lowest of the compared OMol25 structures with the same formula, charge and spin at 30.81 kcal/mol. The calculation puts the HOMO-LUMO gap at 10.202 eV. Its HOMO energy is -9.86 eV. The maximum force comes out at 2.29 eV/Å. Its multiplicity is 1.

***

Entry 2:
DFT (ωB97M-V with the def2-TZVPD basis set) results for C4H6N2O in the gas phase.

Each line ends with the Mulliken charge.
Element x y z (Å)
O  -2.085  -1.223  -1.572  -0.61
C  0.109  -0.211  -1.245  -0.55
H  -0.176  -0.749  1.568  0.25
H  -2.411  -0.254  0.747  0.25
C  0.675  0.230  -0.106  0.56
H  2.677  0.402  -0.485  0.23
N  1.944  0.669  0.155  -0.48
C  -0.348  0.182  1.007  -0.39
N  -1.591  0.091  0.271  -0.27
H  2.238  0.732  1.117  0.22
H  0.568  -0.359  -2.214  0.39
C  -1.303  -0.530  -0.953  0.06
H  -0.296  1.019  1.709  0.34

The value obtained for the total energy is -9273.1465 eV. The calculation puts the energy above the lowest of the compared OMol25 structures with the same formula, charge and spin at 8.20 kcal/mol. The calculation puts the HOMO-LUMO gap at 9.484 eV. Its HOMO energy is -8.80 eV. The maximum force comes out at 0.42 eV/Å. Its multiplicity is 1.

***

Entry 3:
DFT (ωB97M-V with the def2-TZVPD basis set) results for C4H6N2O in the gas phase.

Each line ends with the Mulliken charge.
Element x y z (Å)
N  0.010  -1.236  -0.181  0.01
H  -0.216  -2.149  0.195  0.19
H  2.114  1.633  -2.060  0.34
C  -0.375  -0.008  0.478  0.48
H  0.125  0.762  -2.204  0.28
O  2.054  0.920  -1.421  -0.51
H  -2.064  -0.668  1.616  0.33
H  -0.556  -0.538  2.535  0.32
C  0.714  -1.064  -1.284  -0.50
C  0.738  0.470  -1.335  0.37
N  0.043  1.010  -0.144  -0.52
C  -1.156  -0.070  1.746  -1.08
H  -1.431  0.938  2.059  0.29

The value obtained for the total energy is -9270.7347 eV. The calculation puts the energy above the lowest of the compared OMol25 structures with the same formula, charge and spin at 63.81 kcal/mol. The calculation puts the HOMO-LUMO gap at 9.461 eV. Its HOMO energy is -8.84 eV. The maximum force comes out at 0.57 eV/Å. Its multiplicity is 1.

***

Entry 4:
DFT (ωB97M-V with the def2-TZVPD basis set) results for C4H6N2O in the gas phase.

Each line ends with the Mulliken charge.
Element x y z (Å)
C  0.538  -0.060  -0.739  0.66
C  -0.778  -0.196  1.073  0.30
H  1.922  0.602  -2.048  0.25
C  0.275  -0.815  0.455  -0.65
H  -0.637  1.625  -1.609  0.38
N  -1.233  0.821  0.310  -0.01
C  -0.438  0.894  -0.841  -0.95
H  -0.634  -0.875  2.800  0.34
H  2.423  -0.650  -1.116  0.26
O  -1.343  -0.478  2.273  -0.54
H  -2.116  1.276  0.460  0.23
N  1.627  -0.267  -1.614  -0.58
H  0.395  -1.876  0.596  0.30

The value obtained for the total energy is -9272.1880 eV. The calculation puts the energy above the lowest of the compared OMol25 structures with the same formula, charge and spin at 30.30 kcal/mol. The calculation puts the HOMO-LUMO gap at 8.251 eV. Its HOMO energy is -7.38 eV. The maximum force comes out at 0.98 eV/Å. Its multiplicity is 1.

***

Entry 5:
DFT (ωB97M-V with the def2-TZVPD basis set) results for C4H6N2O in the gas phase.

Each line ends with the Mulliken charge.
Element x y z (Å)
H  -1.147  -0.634  1.703  0.30
H  1.430  0.432  -2.067  0.35
C  0.598  0.338  -1.357  -0.39
H  -1.638  0.013  0.107  0.31
H  0.999  0.654  1.582  0.29
N  0.769  1.317  -0.332  -0.35
H  -0.337  1.731  1.316  0.31
O  -0.116  -2.572  0.525  -0.54
C  -0.081  -1.485  -0.005  0.62
C  -0.798  -0.270  0.740  -0.60
C  0.187  0.879  0.870  -0.30
N  0.413  -1.081  -1.139  -0.34
H  -0.280  0.675  -1.943  0.34

The value obtained for the total energy is -9269.1290 eV. The calculation puts the energy above the lowest of the compared OMol25 structures with the same formula, charge and spin at 100.84 kcal/mol. The calculation puts the HOMO-LUMO gap (spin up / spin down) at 8.984 / 7.224 eV. Its HOMO energy (spin up / spin down) is -9.76 / -9.65 eV. The maximum force comes out at 3.67 eV/Å. Its multiplicity is 1.

***

Entry 6:
DFT (ωB97M-V with the def2-TZVPD basis set) results for C4H6N2O in the gas phase.

Each line ends with the Mulliken charge.
Element x y z (Å)
H  0.355  -2.188  0.537  0.25
O  -0.822  -0.775  -0.468  -0.44
N  -0.686  1.614  -0.204  -0.02
N  0.528  1.622  -0.855  -0.62
H  -2.229  0.394  0.389  0.32
H  0.677  -1.910  -1.184  0.26
C  -1.139  0.340  0.335  -0.46
C  1.493  -0.403  0.187  -0.52
H  2.149  -0.578  1.032  0.31
C  0.448  -1.411  -0.237  -0.16
H  -0.733  0.216  1.346  0.36
H  -1.338  2.287  -0.554  0.27
C  1.297  0.793  -0.323  0.44

The value obtained for the total energy is -9269.2083 eV. The calculation puts the energy above the lowest of the compared OMol25 structures with the same formula, charge and spin at 99.01 kcal/mol. The calculation puts the HOMO-LUMO gap at 9.303 eV. Its HOMO energy is -8.48 eV. The maximum force comes out at 0.63 eV/Å. Its multiplicity is 1.

***

Entry 7:
DFT (ωB97M-V with the def2-TZVPD basis set) results for a molecular structure, C4H6N2O.

Each line ends with the Mulliken charge.
Element x y z (Å)
H  -1.780  -0.346  0.079  0.28
C  0.396  -1.101  -0.336  -0.41
H  2.135  -0.370  0.753  0.19
N  -0.459  1.165  -0.442  -0.26
H  -1.321  -0.398  -1.604  0.44
H  -1.055  0.634  1.478  0.24
N  1.276  -0.142  0.277  -0.15
H  0.799  -1.486  -1.283  0.28
H  0.176  -1.953  0.315  0.30
C  -1.552  0.949  0.528  -0.60
C  -0.820  -0.232  -0.651  -0.18
O  1.374  2.128  0.666  -0.56
C  0.830  1.151  0.219  0.44

The value obtained for the total energy is -9268.9184 eV. The calculation puts the energy above the lowest of the compared OMol25 structures with the same formula, charge and spin at 105.70 kcal/mol. The calculation puts the HOMO-LUMO gap at 9.212 eV. Its HOMO energy is -8.59 eV. The maximum force comes out at 0.50 eV/Å. Its multiplicity is 1.

***

Entry 8:
DFT (ωB97M-V with the def2-TZVPD basis set) results for C4H6N2O in the gas phase.

Each line ends with the Mulliken charge.
Element x y z (Å)
C  -0.370  -1.002  -0.662  -0.23
H  3.232  -0.318  -0.693  0.24
H  -2.924  0.827  0.811  0.30
O  0.572  0.834  0.620  -0.54
H  -2.632  -0.651  -0.028  0.22
C  1.368  0.169  -0.110  0.61
C  -2.285  0.436  0.018  -0.57
N  0.922  -0.852  -0.885  -0.66
C  -1.044  -0.257  0.287  0.15
H  3.186  1.015  0.421  0.24
N  2.705  0.384  -0.194  -0.38
H  -2.326  1.070  -0.892  0.23
H  -0.862  -1.812  -1.213  0.39

The value obtained for the total energy is -9270.4358 eV. The calculation puts the energy above the lowest of the compared OMol25 structures with the same formula, charge and spin at 70.70 kcal/mol. The calculation puts the HOMO-LUMO gap at 8.925 eV. Its HOMO energy is -8.26 eV. The maximum force comes out at 2.17 eV/Å. Its multiplicity is 1.

***

Entry 9:
DFT (ωB97M-V with the def2-TZVPD basis set) results for 2 unconnected molecules or ions with the total composition C4H6N2O.

Each line ends with the Mulliken charge.
Element x y z (Å)
O  -0.932  1.162  -0.989  -0.26
H  2.586  1.331  -0.342  0.23
C  -0.660  -0.628  0.323  -0.15
C  -2.167  0.750  -0.581  -0.25
N  2.575  -0.478  0.282  -0.32
H  -3.112  1.322  -0.998  0.29
N  2.131  0.398  -0.719  -0.36
H  -0.216  -1.374  1.046  0.24
C  -2.064  -0.319  0.251  -0.55
H  2.667  -0.196  1.315  0.27
C  -0.101  0.367  -0.387  0.27
H  2.160  -1.346  0.273  0.25
H  -2.866  -0.989  0.525  0.35

The value obtained for the total energy is -9265.8531 eV. The calculation puts the energy above the lowest of the compared OMol25 structures with the same formula, charge and spin at 53.38 kcal/mol. The calculation puts the HOMO-LUMO gap (spin up / spin down) at 8.115 / 7.447 eV. Its HOMO energy (spin up / spin down) is -7.19 / -8.43 eV. The maximum force comes out at 5.02 eV/Å. Its multiplicity is 3.

***

Please write out number 7 again, unchanged.
DFT (ωB97M-V with the def2-TZVPD basis set) results for a molecular structure, C4H6N2O.

Each line ends with the Mulliken charge.
Element x y z (Å)
H  -1.780  -0.346  0.079  0.28
C  0.396  -1.101  -0.336  -0.41
H  2.135  -0.370  0.753  0.19
N  -0.459  1.165  -0.442  -0.26
H  -1.321  -0.398  -1.604  0.44
H  -1.055  0.634  1.478  0.24
N  1.276  -0.142  0.277  -0.15
H  0.799  -1.486  -1.283  0.28
H  0.176  -1.953  0.315  0.30
C  -1.552  0.949  0.528  -0.60
C  -0.820  -0.232  -0.651  -0.18
O  1.374  2.128  0.666  -0.56
C  0.830  1.151  0.219  0.44

The value obtained for the total energy is -9268.9184 eV. The calculation puts the energy above the lowest of the compared OMol25 structures with the same formula, charge and spin at 105.70 kcal/mol. The calculation puts the HOMO-LUMO gap at 9.212 eV. Its HOMO energy is -8.59 eV. The maximum force comes out at 0.50 eV/Å. Its multiplicity is 1.

***

Which value of multiplicity does entry 9 give? 3

***

Repeat the ninth record exactly.
DFT (ωB97M-V with the def2-TZVPD basis set) results for 2 unconnected molecules or ions with the total composition C4H6N2O.

Each line ends with the Mulliken charge.
Element x y z (Å)
O  -0.932  1.162  -0.989  -0.26
H  2.586  1.331  -0.342  0.23
C  -0.660  -0.628  0.323  -0.15
C  -2.167  0.750  -0.581  -0.25
N  2.575  -0.478  0.282  -0.32
H  -3.112  1.322  -0.998  0.29
N  2.131  0.398  -0.719  -0.36
H  -0.216  -1.374  1.046  0.24
C  -2.064  -0.319  0.251  -0.55
H  2.667  -0.196  1.315  0.27
C  -0.101  0.367  -0.387  0.27
H  2.160  -1.346  0.273  0.25
H  -2.866  -0.989  0.525  0.35

The value obtained for the total energy is -9265.8531 eV. The calculation puts the energy above the lowest of the compared OMol25 structures with the same formula, charge and spin at 53.38 kcal/mol. The calculation puts the HOMO-LUMO gap (spin up / spin down) at 8.115 / 7.447 eV. Its HOMO energy (spin up / spin down) is -7.19 / -8.43 eV. The maximum force comes out at 5.02 eV/Å. Its multiplicity is 3.